(1)
9
Properties=species:S:1:pos:R:3:forces:R:3:lowdin_charge:R:1 method="wB97M-V/def2-TZVPD" spin_multiplicity=1 gap_ev=10.0 relative_energy_kj_mol=303.3 e_tot_ev=-20677.821 smiles="CN(Cl)[N+](=O)[O-]" homo_ev=-10.859
Cl -1.96122 -1.15409 1.88350 2.229 0.690 -1.078 0.616
N 0.32807 -0.07987 2.51239 0.499 1.547 1.214 -0.553
O -0.06911 -0.30857 3.61267 -0.405 -0.662 1.177 0.038
H -0.39174 -0.63796 -0.66085 0.564 1.615 1.465 0.111
H 1.14047 0.20173 0.19058 -2.704 0.212 -0.691 0.129
C -0.03371 0.08821 0.17301 0.552 -1.083 0.110 -0.088
N -0.22596 -0.63845 1.45148 -3.437 -2.685 -1.342 -0.398
O 1.22755 0.67197 2.23428 1.692 0.960 0.211 0.046
H -0.64951 1.01922 0.32790 1.010 -0.593 -1.066 0.099



(2)
19
Properties=species:S:1:pos:R:3:forces:R:3:lowdin_charge:R:1 method="wB97M-V/def2-TZVPD" spin_multiplicity=1 gap_ev=9.6 relative_energy_kj_mol=240.0 e_tot_ev=-8461.867 smiles="C=C/C=C/CC.O" homo_ev=-8.748
C -0.92383 -0.28716 -1.38471 0.430 -2.236 0.349 -0.154
H -2.66955 1.61233 0.67716 0.437 -0.095 0.196 0.066
C 0.08688 0.43795 -1.82160 1.228 0.680 -0.129 -0.124
C -1.80241 0.94183 0.82452 -0.299 1.028 0.145 -0.113
H -0.91302 1.57673 0.71687 -0.125 -0.205 0.051 0.053
H -2.72733 0.09065 -0.94458 -0.805 -0.142 0.732 0.105
H -1.14065 -1.23884 -1.87020 0.058 0.194 -0.637 0.109
C -1.90403 -0.16551 -0.26774 -0.751 1.323 1.356 -0.249
H 0.42529 -0.29764 -3.82312 0.169 -0.734 -0.819 0.083
O 2.10041 -2.09682 6.48856 -0.003 -0.374 0.301 -0.059
H 2.28750 -2.04634 5.54925 -0.042 0.289 -0.026 0.029
C 2.27629 0.41867 -2.98685 0.428 0.662 -0.772 -0.017
H -2.21447 -1.01904 0.37082 0.618 -0.406 -1.439 0.113
H 2.96283 0.17696 -3.80991 -0.519 0.001 0.227 0.051
H 2.75331 1.07187 -2.22914 -0.614 -0.806 -0.099 0.066
H 1.88619 -1.21833 6.81125 0.045 0.085 -0.277 0.030
C 0.97273 0.13652 -3.02426 -0.483 0.776 2.534 -0.166
H 0.41335 1.26608 -1.19267 -0.028 0.160 -0.212 0.097
H -1.86949 0.64009 1.91634 0.254 -0.201 -1.482 0.081



(3)
10
Properties=species:S:1:pos:R:3:forces:R:3:lowdin_charge:R:1 method="wB97M-V/def2-TZVPD" spin_multiplicity=1 gap_ev=11.2 relative_energy_kj_mol=288.9 e_tot_ev=-8200.891 smiles=N#C[C@H]1O[C@@H]1N homo_ev=-10.452
C 0.31580 0.17428 -0.62753 -2.647 -1.416 2.250 -0.362
H -1.31329 -0.69700 -1.19522 2.626 -0.547 -1.719 0.148
O -0.38417 1.25640 -0.05186 -0.212 1.593 -0.195 0.012
C 0.69175 0.12980 2.03474 -1.084 0.699 -1.173 -0.108
H -1.26599 -0.40821 0.85452 1.969 0.656 0.539 0.162
N -0.25780 -0.70693 -1.54443 -3.875 -0.517 3.423 0.094
C -0.25750 0.14666 0.76909 0.524 -1.846 0.994 -0.227
H 1.29919 0.33016 -0.73540 3.582 0.690 -0.334 0.114
N 1.39724 0.18415 2.95504 -0.960 -0.230 -1.287 0.122
H -0.22523 -0.40932 -2.45894 0.076 0.918 -2.497 0.045



(4)
89
Properties=species:S:1:pos:R:3:forces:R:3:lowdin_charge:R:1 method="wB97M-V/def2-TZVPD" total_charge=-1 spin_multiplicity=1 gap_ev=8.9 e_tot_ev=-116283.830 homo_ev=-7.376
O -0.47087 2.38241 0.79285 -0.088 -0.788 -0.700 -0.242
O 1.54464 -0.96833 2.62362 -0.121 0.504 -0.005 -0.194
C 4.15944 -2.52718 -1.61160 0.714 0.324 -0.191 -0.712
H -2.87168 3.34845 -1.94709 -0.098 -0.134 -0.171 0.106
O 3.99350 5.58809 -0.06559 -0.003 1.328 -0.069 -0.209
H -5.44785 -4.85601 -0.24736 0.688 -0.514 -0.011 0.104
N -2.03696 5.71941 0.52182 -0.334 -0.247 -0.032 0.162
H 4.76094 -1.68105 0.23855 0.459 -0.380 -0.555 0.101
H -0.69471 -3.61065 1.42339 0.403 0.353 0.301 0.104
O 3.72813 0.07858 2.04408 -0.024 -0.184 0.059 -0.230
H 3.66834 -1.59593 4.85409 0.020 0.232 0.047 0.131
C 1.77878 -1.88193 3.70344 2.135 0.612 0.362 -0.126
O 5.19494 -3.06234 -1.97302 0.011 -0.645 -0.337 0.005
C 2.02841 -5.05201 2.51812 -0.270 1.065 -0.741 -0.195
N -1.47770 -0.16172 -4.38422 -0.639 -0.667 -0.206 0.180
C 3.48708 4.31787 0.38502 -0.410 -0.348 -0.536 -0.131
O 2.97512 7.85298 -0.55134 0.134 -0.783 0.755 -0.211
S 2.48473 0.32291 2.70073 -0.817 0.229 -0.713 0.639
H -0.63202 7.50964 2.67915 -0.072 -0.280 0.350 0.113
C -3.27631 -4.06704 -1.69738 1.856 0.275 0.829 -0.185
H -0.36898 2.82995 -4.37135 -0.280 -0.099 -0.177 0.109
H 4.24263 3.79724 0.97290 -0.262 0.547 0.798 0.130
C -1.19945 1.02446 -4.92594 1.508 1.837 -2.182 -0.704
H -3.34645 -3.19638 1.26117 0.495 -0.239 0.240 0.118
H 2.10803 -1.06173 5.66855 0.614 -0.253 0.344 0.128
H -1.95131 4.86713 1.04906 -0.181 -0.240 -0.521 0.084
O 0.84223 -0.98797 -0.99284 -0.099 1.000 0.865 -0.279
O -0.93404 -0.64737 0.72445 1.342 1.495 -1.106 -0.239
C 0.03777 -4.41721 1.39467 -0.097 -0.863 0.495 -0.183
C 2.12056 4.65984 1.02509 0.135 -1.406 1.308 -0.207
H 2.26021 -1.89594 -2.00484 -0.316 -0.160 -0.616 0.049
H 3.09404 -2.96939 -3.20186 -0.641 0.359 -0.102 0.106
O -1.25145 1.30040 -6.12681 -0.504 -0.737 0.210 -0.006
S 0.08660 1.90293 -0.43123 2.070 4.654 -2.177 0.535
N -0.81881 0.87453 -1.37058 2.005 2.733 2.504 -0.315
H 1.07065 -3.29574 -0.14694 0.148 0.213 0.353 0.080
H -5.72443 -3.40187 0.46808 0.573 0.569 0.452 0.107
H 2.51041 -2.60086 3.33973 -1.277 -0.923 -0.161 0.094
F -1.43567 -1.27315 -1.48443 -0.026 -0.182 0.031 -0.236
C 2.68736 -1.13711 4.74926 -1.910 -0.021 -0.213 -0.155
N 4.07992 -1.80412 -0.48907 -1.037 1.333 1.859 0.166
S -0.39044 -0.35821 -0.59111 -2.306 -9.069 -0.027 0.486
N 2.98762 -2.52066 -2.30814 0.786 -0.757 -0.122 0.165
H 2.57409 -4.78522 3.42493 -0.052 0.327 0.027 0.102
O 0.68230 -4.59157 2.65913 -0.002 -0.097 1.349 -0.168
C -4.91095 -3.92730 -0.03676 -0.675 0.175 -0.060 -0.170
H -3.54577 0.04508 -1.66688 -0.348 -0.498 -0.051 0.072
O -1.16460 7.80263 0.34161 -0.019 0.195 0.194 0.024
C -4.23016 1.86424 -2.08161 -2.149 2.448 -1.348 -0.716
N -4.35135 0.54723 -2.00575 0.994 -2.041 0.674 0.172
F -0.10451 3.11941 -1.46250 -0.549 0.184 0.427 -0.186
O 1.76163 5.93049 0.61189 0.530 2.849 -1.174 -0.204
H -5.18817 0.06703 -2.27845 0.048 0.248 -0.031 0.109
O -5.16156 2.56086 -2.49230 0.101 -0.002 0.258 -0.005
O -2.61728 -4.22595 -0.41821 0.229 -0.255 0.726 -0.172
N -0.64718 1.91377 -4.07179 -0.194 0.013 2.161 0.154
C 1.17216 -4.21999 0.42068 0.253 0.013 -1.174 -0.145
H -3.32748 -5.05470 -2.16356 -1.058 -0.154 0.176 0.115
H -0.57623 -5.31111 1.25576 0.188 -0.156 -0.561 0.112
O 2.72532 0.18145 4.27703 0.421 2.134 -0.320 -0.196
H 0.84470 -2.14994 4.18442 0.038 -0.583 -0.664 0.142
H -3.64560 -5.02389 1.24398 0.831 0.109 0.399 0.112
C -3.52162 -4.10037 0.67924 -2.386 -0.042 -1.753 -0.178
O 1.73086 1.48912 2.29505 1.064 -1.660 1.501 -0.226
C -1.42888 6.82656 1.02473 -0.291 -0.056 -1.839 -0.734
C 2.48467 -4.29983 1.24544 -0.890 -0.637 -0.250 -0.136
H -2.48533 -3.61027 -2.29653 -0.458 0.726 -0.143 0.108
H 3.21573 -1.32652 -0.28129 0.019 -0.013 -0.022 0.071
H 2.78727 -3.27671 1.45938 0.439 -0.226 0.055 0.075
H -1.63195 -0.92150 -5.02280 -0.214 -0.064 0.389 0.113
H -2.24580 5.72989 -0.46100 0.105 -0.258 0.105 0.103
H -2.27467 1.71592 -1.71645 -0.580 1.050 0.173 0.011
C -4.53960 -3.28945 -1.36425 0.035 -0.862 -1.021 -0.165
N -3.04707 2.38682 -1.71401 0.963 -0.509 0.444 0.163
H 1.19502 -4.96264 -0.37912 -0.138 -0.317 0.231 0.112
H -1.45819 -0.22672 -3.39239 0.007 -0.811 0.316 0.042
H -1.44721 5.96441 2.90448 0.095 0.142 -0.013 0.102
S 3.10172 6.86564 0.46732 0.030 -2.180 2.678 0.715
H 2.14561 -6.13842 2.47244 -0.439 -0.156 -0.459 0.112
H 3.19753 -4.85665 0.63935 0.450 0.340 0.293 0.112
O 3.50055 7.18527 1.85451 -0.492 -0.210 -3.088 -0.271
H -5.26140 -3.49470 -2.15649 -0.294 0.262 0.148 0.112
H 1.26210 4.05126 0.75190 0.508 -0.361 -0.139 0.090
H 3.38320 3.62127 -0.44856 -0.277 0.583 -0.487 0.116
O 1.51601 1.72062 -0.59920 -1.689 -0.613 0.962 -0.249
H 2.19003 4.63874 2.11568 0.093 -0.007 0.034 0.129
N -1.15824 6.72893 2.32230 0.768 0.674 1.732 0.158
H -0.72618 1.70785 -3.06556 0.477 0.590 -1.379 0.028
H -4.37647 -2.21592 -1.29088 0.229 -0.038 0.033 0.093



(5)
97
Properties=species:S:1:pos:R:3:forces:R:3:mulliken_spin:R:1 method="wB97M-V/def2-TZVPD" total_charge=+2 spin_multiplicity=2 gap_ev="7.7 / 6.7" relative_energy_kj_mol=116.7 e_tot_ev=-237643.138 homo_ev="-12.395 / -13.279"
N 2.71059 -1.13308 -2.22598 0.141 0.012 0.009 0.026
H -0.28072 -4.36963 4.48034 -0.018 -0.013 0.022 0.000
H 0.14678 6.37123 -3.12745 0.022 -0.017 0.011 0.000
Si 0.29891 4.02040 -2.40680 0.060 -0.112 -0.012 0.000
H -1.75424 2.69297 2.68795 0.015 -0.020 0.029 0.000
H -2.99714 -1.20286 3.44317 -0.004 0.028 -0.020 0.001
H -1.25534 -4.11263 -1.75671 -0.012 -0.023 -0.005 0.014
H -3.06444 -3.03370 1.98888 -0.031 -0.006 0.013 -0.001
H -1.10733 -3.16172 5.48312 -0.012 -0.026 0.010 0.006
H 2.31990 2.57445 -2.40159 0.026 0.011 -0.020 0.003
H -1.08186 6.01560 -1.91213 0.013 0.034 -0.023 0.000
C 3.69686 0.52338 1.58005 -0.059 -0.018 -0.081 -0.002
H 2.65007 4.12727 -3.17330 -0.020 -0.010 0.005 0.000
H 1.50187 -4.14133 2.72443 0.011 -0.033 0.019 0.000
H 0.26696 3.72120 -4.85073 0.000 0.011 0.025 0.000
C -1.04742 -3.59718 4.48432 0.026 -0.083 -0.192 0.024
H -3.39610 1.76427 1.36632 -0.002 -0.032 -0.006 0.001
H -1.96500 -0.60758 -3.56143 0.021 0.055 0.038 0.000
H 2.58718 4.01920 -1.41389 0.011 -0.026 -0.017 0.001
H -2.39271 -1.56157 -2.30983 -0.008 -0.015 -0.019 0.000
H -3.17655 0.55675 0.09012 -0.032 -0.014 0.006 0.002
C -4.40007 -4.66824 -0.64874 -0.008 0.009 0.003 0.036
H 2.50040 -6.13516 -1.68476 0.000 0.003 0.002 0.000
H -5.32687 -5.12804 -0.96549 0.013 -0.005 0.004 0.002
C 1.06694 -4.08271 0.61400 0.139 0.241 -0.089 -0.082
H 2.15144 -1.92563 -4.14497 0.020 -0.002 -0.001 0.000
C -3.63066 1.52384 0.32742 -0.020 0.017 0.041 0.001
H 1.89466 -1.99719 3.86224 0.012 0.031 -0.025 0.001
H -1.83329 -0.11949 4.21020 -0.013 0.006 -0.023 0.000
H -3.35436 3.22374 -3.27624 -0.009 -0.024 -0.013 0.000
H 5.82578 0.51976 2.22975 0.000 -0.007 -0.030 0.000
H -0.38569 2.28690 -4.05142 0.000 0.007 -0.034 0.000
N 3.10661 0.06215 0.42413 0.119 -0.057 -0.055 0.012
H -2.00638 -4.04822 4.23569 0.007 -0.013 0.013 -0.002
C -3.30054 -4.66328 -1.49889 0.005 0.017 -0.009 -0.015
H -4.73572 4.60285 -0.74533 0.010 -0.020 0.013 0.000
H -0.42736 6.03270 2.43497 0.011 -0.015 -0.013 0.000
H -2.87084 1.55589 -2.95438 -0.025 0.006 -0.026 0.000
C 4.27650 -1.95428 -3.59695 -0.004 -0.009 -0.010 0.000
C 4.08497 -0.43121 -0.31686 0.078 0.041 0.105 0.000
C 1.38217 -4.64295 -0.62679 0.018 0.022 0.042 0.018
C -0.04273 5.83662 -2.19332 -0.019 0.041 0.028 0.000
Ge -0.61114 -2.13375 3.27443 0.094 0.507 -0.130 0.052
C 3.88939 -1.01743 -1.63848 0.036 -0.038 -0.107 0.009
H -4.52975 2.08092 -2.63025 0.012 0.015 0.019 0.000
C 2.28033 -5.69549 -0.72039 0.010 0.015 -0.018 -0.008
C 1.06927 -1.28590 3.82860 -0.011 -0.082 0.014 -0.011
Ge -0.32925 -2.72769 0.86142 -0.758 -1.860 1.214 0.498
H 2.18748 4.83308 0.82784 0.021 -0.035 -0.011 0.000
C 2.94719 -1.71806 -3.45020 -0.041 0.039 0.083 0.001
H -3.13250 5.32784 -0.87172 -0.035 0.012 0.006 0.000
H 3.08188 -6.01458 2.55493 -0.007 -0.010 -0.006 -0.001
C 5.03653 0.30486 1.53092 -0.003 0.002 0.018 0.000
C 1.71141 -4.57361 1.75291 0.036 0.024 -0.085 0.083
H 5.85078 -1.53618 -2.25350 -0.012 -0.005 0.005 0.000
H 3.57802 -7.02500 0.35266 -0.008 0.006 0.000 0.001
As -0.64990 2.71526 -0.66035 -0.147 0.383 -0.013 -0.004
H -4.71527 1.40872 0.25332 0.019 0.007 -0.007 0.000
H 0.91566 -4.27102 -1.53229 -0.001 -0.023 -0.011 0.006
H -3.37083 -5.12548 -2.47511 0.003 -0.006 0.002 0.000
C -0.36779 3.37934 -4.02916 -0.069 -0.019 0.006 -0.001
H -0.36651 6.27390 0.68795 -0.015 0.003 0.017 0.000
H 0.59747 6.27298 -1.42437 -0.018 0.007 -0.011 0.000
H -1.82950 5.63854 1.44092 0.008 0.020 0.024 0.000
Si -0.06144 3.89539 1.31811 0.126 -0.159 0.039 -0.002
H 2.24287 3.06689 0.82390 0.040 0.007 0.029 0.000
C -4.30758 -4.08619 0.60690 0.035 0.028 -0.005 -0.009
H -1.24164 -2.04041 -3.33976 -0.073 -0.015 -0.025 0.001
C -0.67060 2.82199 2.72431 -0.040 -0.008 0.005 0.000
C -2.00886 -0.75508 3.34040 0.014 -0.101 0.023 0.001
H -2.00804 -0.12948 2.44722 -0.014 0.033 0.015 0.007
H -3.69683 4.68942 0.67721 -0.015 0.008 -0.014 0.000
H 4.84580 -2.38845 -4.39980 0.005 0.010 0.020 0.000
H 1.34159 -0.46966 3.15687 -0.007 0.011 0.017 0.016
N 4.86190 -1.50383 -2.43971 0.076 -0.018 0.001 0.000
H -0.21151 1.82895 2.70183 -0.017 0.001 0.013 0.002
C 2.13385 3.65132 -2.33535 0.027 0.017 0.041 -0.001
H 6.17617 -0.58703 -0.00767 -0.006 -0.006 0.007 0.000
C -1.99737 -3.49374 0.17311 -0.014 0.261 -0.072 -0.007
H 2.19061 3.95544 2.35450 -0.023 0.032 -0.015 0.000
N 5.26841 -0.30234 0.32139 0.064 -0.005 -0.011 0.000
C -2.11063 -4.07940 -1.09141 0.006 -0.046 0.055 0.009
Si -3.02031 2.85127 -0.84228 0.054 -0.153 0.019 -0.001
N -1.59634 -1.22660 -2.84637 0.339 0.041 0.279 0.002
H 3.12414 0.98643 2.36539 0.023 -0.005 -0.003 0.000
H -1.37902 3.73706 -4.22332 0.009 -0.021 -0.017 0.000
H -0.42693 3.28159 3.68600 0.014 -0.011 -0.019 0.000
C -3.48073 2.38539 -2.59060 0.044 0.008 -0.046 0.000
C -3.70117 4.52423 -0.40106 0.019 0.055 0.027 0.001
C 1.81453 3.93653 1.32779 0.002 0.009 0.009 0.000
H 0.93282 -0.87498 4.83067 0.025 0.017 -0.022 -0.001
H -5.15936 -4.09388 1.27436 0.001 -0.001 -0.008 -0.001
Ba 0.63321 -0.30420 -0.68375 -0.241 0.932 -0.889 0.212
C 2.88679 -6.19557 0.42480 0.012 0.007 0.015 0.026
C -3.11847 -3.49133 1.00855 0.011 0.032 -0.105 0.074
C -0.74094 5.61673 1.47323 -0.070 0.043 -0.077 0.001
C 2.60686 -5.63124 1.66131 -0.019 0.049 -0.011 -0.001